No. 1
The following is a quantum chemistry calculation of a molecular structure, C55H43BiN6O2PS5Sb in a non-equilibrium geometry, from OMol25.

The value obtained for the HOMO energy is -2.13 eV. The net charge is -2. As for the energy above the lowest of the compared OMol25 structures with the same formula, charge and spin: 36.1 kcal/mol.

Element x y z (Å)
Bi1 -0.796900 -1.117267 -1.868987
C1 4.482740 -1.440019 -0.618044
N1 3.130202 -1.745769 -0.263394
C2 2.064991 -0.910873 -0.352431
N2 0.938979 -1.548783 -0.078752
C3 1.287949 -2.838843 0.221567
C4 2.650448 -2.982434 0.082714
C5 3.480594 -4.163737 0.273095
C6 4.381606 -4.571305 -0.709789
C7 5.162243 -5.693820 -0.504053
C8 5.052894 -6.423838 0.666527
C9 4.129315 -6.044595 1.626915
C10 3.352580 -4.918161 1.438812
C11 0.341558 -3.896636 0.567460
C12 -0.678791 -3.683178 1.488755
C13 -1.599714 -4.683112 1.747747
C14 -1.501705 -5.905614 1.106436
C15 -0.459477 -6.137420 0.223752
C16 0.463131 -5.145067 -0.041345
P1 2.409812 0.843019 -0.665982
C17 1.764627 1.338234 1.018972
N3 0.563965 1.033856 1.437707
C18 0.412790 1.593096 2.658048
C19 1.578167 2.268127 3.008099
N4 2.434557 2.079344 1.947805
C20 3.744286 2.625882 1.764931
C21 1.851401 3.109204 4.156653
C22 0.874985 4.022117 4.566885
C23 1.085958 4.839016 5.657399
C24 2.275335 4.765402 6.367206
C25 3.252193 3.868161 5.969585
C26 3.046738 3.047578 4.874904
C27 -0.810261 1.433811 3.428303
C28 -0.776447 1.315813 4.815144
C29 -1.952159 1.196869 5.529670
C30 -3.169904 1.192036 4.869674
C31 -3.208178 1.287333 3.487486
C32 -2.034532 1.393000 2.766532
C33 1.028116 1.689070 -1.476031
N5 -0.255278 1.510979 -1.284605
C34 -0.898827 2.227223 -2.246603
C35 0.040650 2.905629 -3.009218
N6 1.260010 2.565880 -2.489409
C36 2.559003 2.995567 -2.909516
C37 -0.138618 3.817418 -4.128287
C38 -0.999875 4.908265 -4.008585
C39 -1.180733 5.778581 -5.066480
C40 -0.506175 5.572678 -6.260763
C41 0.340221 4.482729 -6.391187
C42 0.530419 3.612072 -5.334019
C43 -2.323088 2.023566 -2.453147
C44 -3.116245 1.595647 -1.389932
C45 -4.448839 1.296903 -1.586776
C46 -5.006476 1.416883 -2.848765
C47 -4.221625 1.831479 -3.911420
C48 -2.887777 2.131020 -3.721790
H1 4.702305 -0.403352 -0.356868
H2 5.155697 -2.114329 -0.089907
H3 4.617128 -1.551870 -1.698054
H4 4.427223 -4.052387 -1.656874
H5 5.852036 -6.005728 -1.273542
H6 5.675979 -7.293505 0.827722
H7 4.014443 -6.634282 2.525495
H8 2.640099 -4.616329 2.192920
H9 -0.755221 -2.729537 1.988718
H10 -2.406913 -4.497233 2.443799
H11 -2.242725 -6.674144 1.285080
H12 -0.377382 -7.089863 -0.280521
H13 1.260852 -5.322073 -0.747455
H14 3.783714 3.649597 2.141656
H15 4.499449 2.026799 2.281123
H16 3.967672 2.614506 0.696754
H17 -0.048347 4.079894 4.010375
H18 0.321978 5.545651 5.952069
H19 2.437680 5.409638 7.220895
H20 4.182442 3.806713 6.520035
H21 3.810072 2.336689 4.591937
H22 0.175961 1.298290 5.326193
H23 -1.914871 1.092788 6.605821
H24 -4.088595 1.103886 5.434197
H25 -4.156272 1.270517 2.968972
H26 -2.032860 1.425897 1.689704
H27 2.472360 3.898719 -3.511177
H28 3.174203 3.194769 -2.028021
H29 3.034352 2.195113 -3.482687
H30 -1.520903 5.061426 -3.074256
H31 -1.847570 6.625257 -4.960151
H32 -0.647197 6.253887 -7.090568
H33 0.855128 4.301976 -7.324266
H34 1.170754 2.750548 -5.448243
H35 -2.658059 1.470658 -0.421120
H36 -5.050207 0.951721 -0.757239
H37 -6.043770 1.158834 -3.009769
H38 -4.646258 1.904983 -4.902716
H39 -2.271318 2.407245 -4.564352
S1 3.259178 -3.704010 -4.052381
Sb1 1.502158 -2.247740 -3.931762
S2 2.500465 -0.251680 -3.001972
S3 -0.207524 -3.382491 -2.520209
S4 0.587646 -1.510720 -5.890871
O1 -4.219676 -3.070660 -3.126459
C49 -3.731149 -2.276091 -2.343664
O2 -2.836860 -1.403017 -2.681045
C50 -4.289585 -2.198362 -0.943299
C51 -5.600853 -2.652935 -0.811897
C52 -6.299906 -2.559764 0.372523
C53 -5.688138 -1.974596 1.472438
C54 -4.387169 -1.544127 1.375882
C55 -3.660858 -1.664006 0.184359
S5 -1.986077 -1.176697 0.339717
H40 -6.054548 -3.089195 -1.689706
H41 -7.312940 -2.930666 0.442821
H42 -6.220136 -1.871302 2.409196
H43 -3.877923 -1.106325 2.221176

Force components x, y, z for each atom (eV/Å):
-1.03 0.89 -0.35
0.65 0.14 -0.23
-0.43 0.06 0.23
0.22 0.01 0.11
0.28 0.37 0.33
0.90 -0.24 -0.09
-0.83 -0.12 0.18
0.24 -0.13 0.07
-0.05 -0.05 0.07
0.13 -0.05 0.00
0.04 -0.13 0.01
0.03 -0.11 0.12
0.08 0.08 -0.02
-0.10 -0.20 0.16
0.28 -0.06 0.07
-0.15 -0.06 0.13
-0.13 -0.04 0.06
0.08 -0.16 -0.02
-0.09 -0.03 0.12
-0.07 0.22 0.56
0.15 -0.12 -0.22
-0.38 -0.17 0.12
1.00 0.37 0.17
-0.59 -0.40 -0.15
-0.43 -0.14 -0.04
0.47 0.20 -0.03
0.17 0.30 0.26
0.11 0.00 -0.08
-0.06 0.09 0.11
0.03 0.08 0.08
0.12 0.11 0.15
-0.10 -0.05 -0.08
-0.22 -0.02 0.21
-0.02 -0.05 -0.09
-0.02 -0.04 0.18
-0.17 0.03 0.10
-0.12 -0.01 0.01
0.16 0.06 0.06
0.06 0.04 0.10
0.11 0.17 0.22
0.77 0.35 -0.39
-0.55 -0.29 0.32
-0.41 -0.02 0.36
0.52 0.15 -0.19
0.08 0.30 -0.21
0.10 -0.05 0.04
-0.08 0.13 -0.06
-0.02 0.02 -0.09
0.07 0.09 -0.12
-0.09 -0.01 0.07
-0.41 0.06 -0.11
0.14 0.23 -0.01
-0.18 0.02 0.03
-0.11 -0.03 0.03
-0.13 0.07 -0.12
0.02 -0.01 0.05
0.05 -0.14 0.02
-0.02 0.08 0.05
-0.04 -0.02 0.05
-0.07 0.13 -0.09
0.08 -0.04 -0.11
0.01 -0.08 -0.02
0.00 -0.02 0.11
-0.08 0.05 0.02
0.06 -0.06 0.01
-0.06 0.02 0.03
-0.03 -0.03 0.03
0.01 -0.08 -0.05
-0.01 0.05 -0.11
0.03 -0.05 -0.04
0.03 0.07 -0.02
0.05 0.04 0.15
-0.07 0.01 -0.05
-0.05 0.02 0.03
0.03 0.01 0.04
0.03 -0.02 0.01
0.02 -0.06 -0.05
0.05 0.01 0.04
-0.03 0.00 0.07
-0.06 -0.01 0.02
-0.07 -0.03 -0.05
-0.02 0.03 -0.15
0.01 -0.01 0.04
-0.05 0.07 -0.15
0.00 0.10 -0.07
-0.05 -0.01 0.07
-0.02 0.00 0.01
-0.01 0.01 -0.01
0.02 0.00 -0.07
0.05 -0.17 0.01
0.01 0.00 0.06
-0.03 -0.07 0.06
-0.08 -0.02 -0.01
-0.04 -0.04 -0.08
0.02 -0.02 -0.06
-0.06 -0.21 0.10
0.89 -0.11 -0.81
-0.26 -0.61 -0.98
0.70 -0.56 -0.88
-0.17 -0.11 0.32
-0.23 -0.26 -0.05
0.18 0.14 -0.39
-0.01 0.11 0.18
-0.28 -0.03 0.12
-0.05 -0.07 -0.06
-0.16 0.03 0.06
-0.14 -0.07 0.12
0.15 0.04 -0.03
0.23 0.04 -0.24
-0.34 0.14 0.42
-0.01 -0.03 -0.06
-0.10 -0.01 -0.02
-0.05 0.00 0.08
0.00 0.01 0.19



No. 2
The following is a quantum chemistry calculation of a molecular structure, C55H43ClN6P2Rb, from OMol25.

The value obtained for the HOMO energy is -2.01 eV. The net charge is -1. As for the energy above the lowest of the compared OMol25 structures with the same formula, charge and spin: 18.4 kcal/mol.

Element x y z (Å)
Rb1 0.307848 0.910847 0.083474
C1 -4.758582 0.219450 0.473749
C2 -3.400008 0.201829 0.117251
N1 -2.416871 0.358317 0.970003
C3 -2.700449 0.578779 2.282208
C4 -4.053513 0.673857 2.732007
C5 -5.074853 0.453048 1.780461
C6 -4.354458 1.016134 4.064369
C7 -3.312444 1.305043 4.912774
C8 -1.984519 1.197387 4.508517
C9 -1.603828 0.777304 3.221664
N2 -0.335373 0.670486 2.779770
C10 0.726276 0.633527 3.623336
C11 0.728719 0.013269 4.879180
C12 1.836681 0.037845 5.732257
C13 2.997839 0.680183 5.385004
C14 3.086603 1.268039 4.105176
C15 4.246223 1.948951 3.670247
C16 4.310838 2.463607 2.407007
C17 3.215121 2.257421 1.550371
N3 2.111107 1.664885 1.924429
C18 1.994244 1.201761 3.194714
H1 -5.522751 0.066847 -0.279262
H2 -3.121429 0.055326 -0.923621
H3 -6.108122 0.500372 2.109270
H4 -5.388777 1.089082 4.380438
H5 -3.521973 1.642775 5.922237
H6 -1.207529 1.490581 5.199501
H7 -0.173970 -0.488690 5.199181
H8 1.762431 -0.443680 6.701539
H9 3.838876 0.743364 6.065534
H10 5.078445 2.057788 4.358343
H11 5.182712 3.005468 2.059836
H12 3.250630 2.612331 0.521347
N4 -0.822312 -1.172711 -1.957945
P1 0.082596 -2.206444 -0.900612
C19 0.275445 -3.708053 -1.964342
C20 -0.797374 -4.467124 -2.428856
C21 -0.587727 -5.525892 -3.298613
C22 0.700856 -5.848488 -3.709462
C23 1.776187 -5.107424 -3.246222
C24 1.561394 -4.041680 -2.380617
C25 -1.201741 -2.811593 0.251197
C26 -2.569206 -2.838519 0.000621
C27 -3.453760 -3.299185 0.964497
C28 -2.979904 -3.742541 2.191445
C29 -1.618187 -3.717953 2.454766
C30 -0.738495 -3.247687 1.491622
P2 0.133077 -0.221023 -3.053411
C31 0.112202 -1.266972 -4.567545
C32 -1.058359 -1.780585 -5.125458
C33 -1.006597 -2.621362 -6.225160
C34 0.219542 -2.959674 -6.787127
C35 1.389973 -2.457134 -6.241422
C36 1.333517 -1.617706 -5.134941
C37 -1.119402 1.045029 -3.486152
C38 -1.431433 1.419410 -4.792226
C39 -2.309052 2.469440 -5.030678
C40 -2.873077 3.163290 -3.969684
C41 -2.547326 2.816009 -2.665834
C42 -1.671531 1.769519 -2.428329
H13 -1.612234 -1.618749 -2.412124
H14 -1.805115 -4.241016 -2.099006
H15 -1.431413 -6.105832 -3.654371
H16 0.862548 -6.675404 -4.390173
H17 2.782346 -5.354069 -3.564589
H18 2.399314 -3.447187 -2.029542
H19 -2.968346 -2.460238 -0.932994
H20 -4.518628 -3.283951 0.767026
H21 -3.674876 -4.083886 2.948510
H22 -1.244699 -4.033406 3.420635
H23 0.321149 -3.182268 1.715921
H24 -2.022140 -1.512138 -4.704037
H25 -1.923186 -3.015094 -6.648788
H26 0.258551 -3.617233 -7.646827
H27 2.347850 -2.725785 -6.670974
H28 2.247048 -1.233340 -4.693137
H29 -0.989834 0.890502 -5.627616
H30 -2.548159 2.747875 -6.050370
H31 -3.550946 3.986790 -4.157411
H32 -2.955942 3.370233 -1.830778
H33 -1.403304 1.526568 -1.410332
Cl1 -0.617386 4.389621 5.770648
C43 -0.370783 4.372336 4.028206
C44 0.885398 4.655650 3.497191
C45 1.081895 4.653759 2.133217
C46 0.036415 4.342632 1.203066
C47 0.231553 4.326842 -0.182610
C48 -1.231533 4.064296 1.807535
C49 -1.429421 4.095492 3.171996
H34 1.708313 4.876410 4.169850
H35 2.065896 4.890311 1.739489
H36 1.182602 4.629504 -0.611372
H37 -0.614081 4.249417 -0.859376
H38 -2.072078 3.822824 1.160994
H39 -2.408465 3.883444 3.584847
N5 7.055788 2.401083 -1.983254
C50 6.306048 1.685684 -1.489226
C51 5.382478 0.772560 -0.878136
C52 5.701046 0.126570 0.312069
C53 4.784229 -0.751191 0.853818
C54 3.589648 -0.958291 0.183743
N6 3.267247 -0.335668 -0.948190
C55 4.142161 0.517370 -1.460275
H40 6.645063 0.330997 0.799773
H41 4.979504 -1.253946 1.790959
H42 2.840559 -1.638213 0.576420
H43 3.853492 1.031686 -2.372224

Force components x, y, z for each atom (eV/Å):
0.17 0.46 0.19
-0.09 -0.01 0.03
0.05 0.03 0.01
-0.09 -0.02 0.06
-0.12 0.04 0.03
0.14 -0.03 -0.12
0.04 0.01 -0.02
-0.01 0.01 0.11
-0.08 0.00 -0.08
0.08 -0.13 -0.05
0.05 0.02 0.15
0.05 -0.02 -0.15
-0.18 -0.09 0.14
0.09 0.01 -0.07
0.06 0.05 -0.03
-0.02 -0.05 0.08
-0.10 0.02 -0.14
0.03 0.03 -0.06
0.09 -0.02 0.05
-0.07 0.00 0.01
0.37 0.01 0.37
0.14 -0.07 0.18
0.02 0.01 0.00
0.00 -0.03 0.04
0.01 0.00 -0.02
0.02 0.00 -0.01
0.03 0.00 0.00
-0.04 0.01 0.03
0.00 0.01 0.03
-0.02 -0.01 -0.01
0.00 0.01 -0.02
-0.01 -0.01 0.01
-0.02 -0.01 -0.01
-0.05 0.05 0.04
0.43 -0.10 -0.02
-0.33 -0.45 -0.29
0.15 0.06 0.07
0.04 -0.05 -0.01
-0.04 0.00 0.01
-0.01 0.03 0.00
0.02 0.00 -0.01
0.01 0.06 0.01
0.08 0.10 0.03
-0.04 -0.02 0.04
0.00 0.02 -0.03
0.01 0.01 -0.01
-0.03 0.00 0.00
0.00 0.06 -0.01
-0.34 -0.18 -0.26
0.13 0.01 0.02
0.00 -0.03 -0.01
-0.05 -0.01 0.00
0.01 0.02 0.03
0.01 -0.02 -0.02
-0.01 0.03 0.02
0.07 0.06 0.01
0.02 -0.01 0.02
-0.02 -0.01 0.01
0.01 0.01 0.01
-0.04 -0.01 0.01
0.00 0.05 -0.14
-0.18 0.05 0.07
0.01 -0.01 -0.01
0.02 0.01 0.01
0.00 0.01 0.01
-0.02 0.02 0.02
-0.01 -0.02 -0.02
0.01 0.00 0.00
0.02 0.00 0.00
0.01 0.01 0.00
0.01 0.01 -0.01
-0.01 -0.01 0.02
0.01 0.01 -0.01
0.02 0.01 0.02
0.00 0.00 0.01
-0.02 0.02 0.02
-0.01 -0.02 -0.03
-0.02 0.01 -0.01
0.01 -0.01 0.02
0.01 -0.02 0.00
0.01 -0.01 0.01
-0.45 0.14 -0.29
0.00 0.00 0.00
0.05 0.03 -0.06
-0.01 -0.06 -0.01
-0.10 0.03 0.04
-0.05 0.12 -0.14
0.15 -0.36 -0.07
0.03 0.05 0.04
0.02 -0.04 -0.03
-0.01 0.01 -0.04
-0.02 0.00 0.03
-0.07 0.07 0.04
0.01 0.03 0.04
0.00 0.02 0.02
0.00 -0.01 -0.02
0.10 0.09 -0.06
-0.11 -0.08 0.03
-0.07 -0.10 0.08
0.10 0.06 0.02
0.06 -0.07 0.08
-0.08 0.09 0.00
-0.02 0.00 0.00
0.00 0.05 -0.12
-0.02 -0.02 0.02
-0.01 0.01 -0.01
-0.01 0.00 0.01
-0.01 -0.03 0.03



Question: Which of these has the highest net charge?
Answer: C55H43ClN6P2Rb



Question: Which value of net charge does entry 1 give?
Answer: -2



Question: Which of these has the lowest net charge?
Answer: C55H43BiN6O2PS5Sb



Question: The highest net charge belongs to which entry?
Answer: C55H43ClN6P2Rb